Formula: C18H20N2O2
Source: the OMol25 dataset
Level of theory: ωB97M-V/def2-TZVPD

## Properties
ΔE to the lowest compared entry with this formula, charge and spin in eV: 0.005
Structure (SMILES): Cc1cccc(NC(=O)C(=O)NCCCc2ccccc2)c1
Electronic energy in hartree: -957.96318
HOMO level in eV: -8.583
HOMO-LUMO gap in Ha: 0.3392

```
42
Properties=species:S:1:pos:R:3:forces:R:3
C -5.918 -2.466 -0.509 -0.020 0.033 -0.036
C -5.168 -1.246 -0.067 0.073 0.068 0.041
C -5.795 -0.281 0.716 -0.002 0.019 0.013
C -5.111 0.852 1.114 -0.083 -0.124 -0.049
C -3.793 1.050 0.744 0.182 0.125 0.001
C -3.157 0.093 -0.038 -0.399 0.200 0.254
N -1.830 0.228 -0.447 0.303 -0.418 -0.360
C -0.946 1.213 -0.219 -0.097 0.056 0.108
O -1.097 2.238 0.424 -0.077 -0.052 -0.020
C 0.393 0.887 -0.897 0.093 0.006 -0.119
O 0.548 -0.148 -1.525 0.041 -0.055 -0.035
N 1.297 1.845 -0.699 -0.087 0.338 0.256
C 2.663 1.794 -1.157 0.333 -0.040 -0.220
C 3.640 2.162 -0.042 -0.266 -0.167 0.036
C 3.538 1.218 1.163 0.127 0.111 -0.118
C 3.824 -0.208 0.780 -0.075 0.017 0.161
C 2.810 -1.156 0.751 0.039 0.048 0.014
C 3.073 -2.458 0.364 -0.023 -0.102 -0.024
C 4.356 -2.830 0.005 -0.026 -0.115 -0.017
C 5.377 -1.895 0.041 0.110 -0.005 -0.043
C 5.111 -0.593 0.425 -0.018 0.000 -0.010
C -3.849 -1.049 -0.438 0.013 0.099 0.054
H -5.243 -3.215 -0.914 -0.002 -0.089 -0.031
H -6.639 -2.200 -1.283 -0.054 -0.060 -0.051
H -6.468 -2.900 0.323 -0.039 -0.077 0.016
H -6.824 -0.424 1.012 -0.115 -0.022 0.039
H -5.608 1.594 1.722 -0.031 0.068 0.052
H -3.257 1.932 1.053 0.032 0.034 0.011
H -1.443 -0.522 -1.020 -0.001 0.253 0.142
H 0.985 2.644 -0.159 -0.100 -0.161 -0.055
H 2.840 0.773 -1.506 0.022 0.135 -0.040
H 2.794 2.481 -2.002 0.007 -0.152 0.041
H 3.443 3.185 0.286 0.086 0.076 -0.022
H 4.650 2.127 -0.452 0.027 0.079 -0.015
H 4.255 1.545 1.920 -0.083 0.011 0.045
H 2.538 1.288 1.594 0.042 0.008 0.073
H 1.805 -0.873 1.030 -0.092 0.045 0.017
H 2.272 -3.182 0.341 -0.068 -0.063 -0.009
H 4.563 -3.846 -0.298 0.014 -0.077 -0.020
H 6.383 -2.181 -0.232 0.074 -0.024 -0.015
H 5.912 0.132 0.455 0.094 0.083 0.006
H -3.343 -1.786 -1.046 0.047 -0.107 -0.070
```
Forces are in eV/Å.